Computed, not measured: 2 unconnected molecules or ions with the total composition C3H8N3O2, with ωB97M-V with the def2-TZVPD basis set.

Last column: Mulliken charge in e.
Atoms and positions in Å:
N 0.740 2.004 2.395  -0.544
C 0.698 1.161 1.231  0.655
O 0.697 -0.070 1.446  -0.722
O 0.660 1.768 0.139  -0.739
H 1.226 1.672 3.209  0.207
H 1.027 2.939 2.143  0.202
C -2.152 -0.383 -0.876  -0.604
N -1.199 -1.082 -1.694  -0.279
C 0.100 -1.281 -1.251  0.238
N 0.692 -2.373 -1.524  -0.885
H -2.762 -1.006 -0.212  0.228
H -1.595 0.325 -0.258  0.160
H -2.809 0.216 -1.516  0.277
H -1.497 -1.781 -2.356  0.264
H 0.493 -0.406 -0.740  0.290
H 1.611 -2.396 -1.104  0.250

Forces on the atoms, in the same order (eV/Å):
N -0.1740 0.7208 -0.1154
C 0.3743 -0.1981 0.4777
O -0.0294 -0.0436 0.1270
O -0.2013 0.0576 -0.2387
H 0.0243 -0.4510 -0.0838
H -0.0269 -0.0302 0.0090
C 0.0557 0.8008 -0.2404
N 0.6904 -0.2079 -0.3011
C -0.7652 0.1497 -0.3504
N -0.0428 -0.3555 -0.0638
H 0.0985 -0.1902 -0.0767
H -0.0193 -0.0727 0.0420
H -0.1425 -0.0909 0.1325
H -0.2837 -0.1700 0.3324
H 0.1582 -0.2120 0.4345
H 0.2838 0.2933 -0.0849

HOMO energy ... -4.44 eV
Energy above the lowest of the compared OMol25 structures with the same formula, charge and spin ... 35.9 kJ/mol
HOMO-LUMO gap ... 0.3161 hartree
Net charge ... -1
LUMO ... 0.153 Eh